1.
{
  "formula": "C32H84BrF12N7O21S4V",
  "method": "wB97M-V/def2-TZVPD",
  "species": ["O", "V", "O", "C", "C", "C", "O", "C", "N", "H", "H", "H", "H", "H", "H", "H", "H", "H", "H", "H", "H", "C", "C", "C", "O", "C", "N", "H", "H", "H", "H", "H", "H", "H", "H", "H", "H", "H", "H", "C", "C", "C", "O", "C", "N", "H", "H", "H", "H", "H", "H", "H", "H", "H", "H", "H", "H", "C", "C", "C", "O", "C", "N", "H", "H", "H", "H", "H", "H", "H", "H", "H", "H", "H", "H", "C", "C", "C", "O", "C", "N", "H", "H", "H", "H", "H", "H", "H", "H", "H", "H", "H", "H", "C", "C", "C", "O", "C", "N", "H", "H", "H", "H", "H", "H", "H", "H", "H", "H", "H", "H", "C", "C", "C", "O", "C", "N", "H", "H", "H", "H", "H", "H", "H", "H", "H", "H", "H", "H", "C", "F", "F", "F", "S", "O", "O", "O", "C", "F", "F", "F", "S", "O", "O", "O", "C", "F", "F", "F", "S", "O", "O", "O", "C", "F", "F", "F", "S", "O", "O", "O", "Br"],
  "xyz": [[0.562, 2.242, 0.784], [0.196, 1.485, -0.559], [-0.889, 0.400, -0.140], [-4.696, -2.976, 2.696], [-4.690, -3.903, 3.937], [-3.488, -4.939, 3.842], [-3.146, -5.586, 5.093], [-4.105, -6.625, 5.303], [-4.519, -3.174, 5.235], [-4.497, -3.656, 6.122], [-3.738, -2.534, 5.245], [-5.334, -2.581, 5.300], [-4.837, -3.491, 1.745], [-3.732, -2.494, 2.532], [-5.414, -2.155, 2.697], [-5.691, -4.332, 3.973], [-2.584, -4.489, 3.432], [-3.741, -5.656, 3.061], [-5.129, -6.254, 5.352], [-3.975, -7.093, 6.279], [-4.195, -7.405, 4.548], [5.996, 2.031, -0.253], [5.817, 1.143, 0.981], [4.762, 1.644, 2.108], [4.574, 0.833, 3.226], [3.361, 1.058, 3.934], [5.379, -0.283, 0.483], [4.396, -0.280, 0.249], [5.909, -0.535, -0.339], [5.578, -0.874, 1.278], [6.736, 1.594, -0.923], [6.266, 2.998, 0.173], [5.104, 1.960, -0.875], [6.775, 0.889, 1.434], [3.759, 1.713, 1.686], [4.997, 2.652, 2.451], [2.503, 1.124, 3.264], [3.376, 1.989, 4.501], [3.285, 0.250, 4.661], [-4.969, 0.443, -0.335], [-4.898, -1.114, -0.245], [-5.692, -1.869, -1.332], [-4.962, -1.585, -2.594], [-5.377, -2.146, -3.860], [-3.420, -1.527, -0.356], [-2.801, -1.197, 0.371], [-3.295, -2.529, -0.343], [-3.059, -1.250, -1.257], [-4.537, 0.807, 0.596], [-5.997, 0.793, -0.438], [-4.453, 0.821, -1.218], [-5.196, -1.488, 0.734], [-6.726, -1.529, -1.395], [-5.719, -2.939, -1.125], [-5.900, -3.069, -3.607], [-4.528, -2.204, -4.541], [-6.097, -1.421, -4.239], [-0.663, -3.710, -4.019], [0.556, -3.498, -3.067], [1.180, -4.819, -2.636], [1.786, -5.447, -3.730], [2.551, -6.592, -3.426], [1.650, -2.779, -3.911], [2.216, -3.397, -4.475], [1.192, -2.082, -4.481], [2.299, -2.295, -3.307], [-1.326, -2.845, -4.028], [-1.137, -4.522, -3.466], [-0.323, -3.961, -5.023], [0.341, -2.932, -2.160], [0.395, -5.478, -2.264], [1.877, -4.764, -1.800], [3.370, -6.570, -2.708], [2.934, -7.041, -4.342], [1.928, -7.420, -3.089], [0.017, 3.597, 4.009], [-0.921, 4.849, 3.904], [-0.337, 5.858, 2.868], [-1.234, 6.891, 2.658], [-0.916, 7.812, 1.661], [-2.294, 4.305, 3.414], [-2.499, 3.345, 3.655], [-2.992, 4.965, 3.725], [-2.387, 4.363, 2.410], [-0.291, 3.094, 4.925], [1.023, 3.938, 4.256], [-0.068, 2.903, 3.172], [-1.108, 5.404, 4.822], [-0.115, 5.305, 1.956], [0.599, 6.281, 3.233], [0.118, 7.711, 1.332], [-0.997, 8.842, 2.008], [-1.538, 7.573, 0.798], [4.769, 2.085, -4.900], [3.264, 2.276, -4.970], [2.881, 2.847, -6.410], [1.487, 3.156, -6.727], [0.745, 4.014, -5.867], [2.569, 0.939, -4.656], [1.567, 1.065, -4.675], [2.884, 0.363, -5.423], [2.755, 0.526, -3.753], [5.229, 1.806, -3.952], [5.206, 3.004, -5.290], [5.017, 1.370, -5.685], [2.915, 2.903, -4.150], [3.136, 2.097, -7.160], [3.490, 3.712, -6.673], [0.742, 3.583, -4.865], [-0.251, 3.985, -6.308], [1.139, 5.027, -5.779], [1.204, -3.974, 1.654], [2.633, -3.401, 1.532], [3.015, -2.475, 2.737], [3.012, -3.171, 3.926], [2.627, -2.353, 5.055], [3.525, -4.664, 1.475], [3.329, -5.227, 0.660], [4.512, -4.447, 1.471], [3.266, -5.142, 2.326], [0.952, -4.832, 1.031], [0.436, -3.223, 1.467], [1.084, -4.322, 2.680], [2.842, -2.888, 0.593], [2.327, -1.630, 2.759], [4.025, -2.097, 2.577], [2.248, -3.024, 5.826], [1.773, -1.720, 4.816], [3.408, -1.722, 5.479], [-2.284, 1.070, -4.805], [-2.659, 0.127, -5.637], [-1.531, 1.873, -5.482], [-3.365, 1.757, -4.302], [-1.158, 0.273, -3.403], [-0.456, 1.428, -2.816], [-2.026, -0.548, -2.557], [-0.158, -0.503, -4.209], [-0.608, -0.396, 3.727], [-0.471, -1.703, 3.831], [-0.239, 0.234, 4.873], [0.066, 0.107, 2.688], [-2.445, 0.017, 3.545], [-3.076, -0.839, 4.544], [-2.582, 1.463, 3.852], [-2.771, -0.390, 2.192], [2.732, 5.193, -0.197], [3.757, 6.054, -0.431], [3.134, 4.492, 0.868], [1.594, 5.838, 0.095], [2.531, 4.122, -1.824], [3.844, 3.584, -2.189], [1.540, 3.071, -1.488], [2.070, 5.028, -2.873], [-3.384, 4.580, -1.964], [-4.171, 3.490, -2.056], [-2.748, 4.808, -3.109], [-4.142, 5.641, -1.719], [-2.030, 4.380, -0.600], [-1.045, 5.428, -0.848], [-2.699, 4.591, 0.702], [-1.420, 3.031, -0.739], [2.254, -0.317, -0.692]],
  "mulliken_charge": [0.0813, -0.3536, 0.7598, -1.7059, 0.2547, -0.7486, -0.3913, -0.7572, -0.0055, 0.4325, 0.2206, 0.4290, 0.5069, 0.2003, 0.5544, 0.3771, 0.3464, 0.4843, 0.2885, 0.3311, 0.3189, -1.2284, -0.2086, 0.0007, -0.4348, -0.1644, -0.0063, -0.4890, 0.3848, 0.4534, 0.3794, 0.4295, 0.2674, 0.4862, -0.1154, 0.4345, -0.0957, 0.4587, 0.0870, -1.1981, 1.3519, -1.0197, -0.1266, -0.7979, 1.3601, -0.1840, 0.5223, 0.2469, 0.2732, 0.5246, 0.1869, -0.5997, 0.4642, 0.4342, 0.3598, 0.1525, 0.3073, -1.2971, 0.8446, -0.6500, -0.4238, -0.8489, -0.0358, 0.4548, 0.2947, 0.1594, 0.3300, 0.4050, 0.3491, -0.0287, 0.5217, 0.0862, 0.2836, 0.3222, 0.3587, -1.3283, 0.0436, -0.2875, -0.4003, -0.5491, 0.2933, 0.4429, 0.4859, 0.1963, 0.4936, 0.6156, -0.0898, 0.4896, -0.0759, 0.6597, 0.1794, 0.3307, 0.1669, -1.4854, 1.8678, -0.8740, -0.3773, -0.1520, 0.1647, 0.0240, 0.5024, 0.1348, 0.1903, 0.4346, 0.5068, -1.2649, 0.2702, 0.5008, -0.1178, 0.2332, 0.3485, -1.4018, 0.1660, 0.1196, -0.3925, -0.4356, -0.0864, 0.2609, 0.3403, 0.4204, 0.4536, 0.0830, 0.4861, 0.1583, -0.2302, 0.3051, 0.3232, -0.0677, 0.4032, 0.2991, -0.1793, -0.1466, -0.1543, 0.5811, -0.8344, -1.5207, -0.7179, 0.0857, -0.1007, -0.2383, -0.1200, 0.8896, -0.8471, -0.8976, -0.6039, 0.4883, -0.2230, -0.1538, -0.1504, 0.9470, -0.6844, 0.2852, -0.6204, 0.3134, -0.1573, -0.1959, -0.1972, 1.9000, -0.6401, -1.1664, -0.5906, -0.7740],
  "energy_ha": -9541.2655,
  "charge": 3,
  "lumo_ev": -7.42,
  "gap_ev": 6.34
}


2.
{
  "formula": "C32H84N7O15PS",
  "method": "wB97M-V/def2-TZVPD",
  "species": ["N", "P", "O", "O", "C", "N", "N", "C", "C", "C", "C", "C", "S", "C", "N", "N", "C", "O", "N", "N", "H", "H", "H", "H", "H", "H", "H", "H", "H", "H", "H", "H", "C", "C", "O", "H", "H", "H", "H", "H", "H", "C", "C", "O", "H", "H", "H", "H", "H", "H", "C", "C", "O", "H", "H", "H", "H", "H", "H", "C", "C", "O", "H", "H", "H", "H", "H", "H", "C", "C", "O", "H", "H", "H", "H", "H", "H", "C", "C", "O", "H", "H", "H", "H", "H", "H", "C", "C", "O", "H", "H", "H", "H", "H", "H", "C", "C", "O", "H", "H", "H", "H", "H", "H", "C", "C", "O", "H", "H", "H", "H", "H", "H", "C", "C", "O", "H", "H", "H", "H", "H", "H", "C", "C", "O", "H", "H", "H", "H", "H", "H", "C", "C", "O", "H", "H", "H", "H", "H", "H"],
  "xyz": [[-3.947, 3.948, -1.023], [-3.022, 4.576, -2.065], [-3.801, 5.270, -3.267], [-2.068, 5.754, -1.514], [-1.835, 3.435, -2.859], [-2.315, 2.601, -3.785], [-1.470, 1.778, -4.341], [-0.188, 1.826, -3.948], [0.762, 0.861, -4.584], [0.593, -0.558, -4.033], [1.829, -1.418, -4.315], [2.974, -1.124, -3.332], [3.908, -2.593, -2.851], [3.438, -2.786, -1.198], [3.471, -1.907, -0.236], [3.030, -2.567, 0.904], [2.799, -3.788, 0.532], [3.022, -4.006, -0.782], [0.280, 2.637, -3.004], [-0.577, 3.483, -2.451], [-3.772, 2.953, -0.906], [-3.309, 5.963, -3.731], [-1.222, 5.769, -1.980], [1.775, 1.212, -4.401], [0.581, 0.862, -5.656], [-0.264, -1.033, -4.505], [0.430, -0.513, -2.957], [2.188, -1.172, -5.315], [1.565, -2.468, -4.309], [3.717, -0.466, -3.776], [2.618, -0.619, -2.438], [2.470, -4.620, 1.132], [-6.051, 3.540, 3.222], [-4.949, 2.638, 2.706], [-4.975, 2.493, 1.288], [-7.027, 3.157, 2.923], [-6.025, 3.604, 4.309], [-5.945, 4.546, 2.807], [-5.062, 1.633, 3.112], [-3.971, 3.019, 3.022], [-4.848, 3.362, 0.891], [2.551, 5.271, -1.369], [2.820, 4.336, -0.206], [1.610, 3.825, 0.349], [1.926, 6.107, -1.052], [3.480, 5.667, -1.783], [2.024, 4.735, -2.162], [3.328, 4.854, 0.606], [3.453, 3.505, -0.532], [1.141, 3.353, -0.348], [-4.283, -0.474, -1.148], [-2.918, -0.313, -0.504], [-2.773, 0.945, 0.140], [-4.455, 0.319, -1.879], [-4.370, -1.439, -1.652], [-5.070, -0.406, -0.396], [-2.132, -0.366, -1.260], [-2.748, -1.119, 0.219], [-3.463, 1.039, 0.809], [8.067, -3.876, -0.312], [8.154, -3.777, -1.823], [7.012, -4.333, -2.469], [7.951, -4.916, -0.005], [8.961, -3.468, 0.161], [7.204, -3.317, 0.061], [9.007, -4.343, -2.196], [8.285, -2.733, -2.128], [6.247, -3.840, -2.157], [0.571, 4.503, 4.640], [1.157, 5.670, 3.864], [1.924, 5.247, 2.748], [1.366, 3.839, 4.980], [0.009, 4.850, 5.508], [-0.103, 3.922, 4.007], [1.838, 6.242, 4.495], [0.356, 6.344, 3.539], [1.359, 4.742, 2.146], [1.393, -5.438, -7.626], [1.409, -4.980, -6.180], [0.538, -3.872, -5.951], [1.673, -4.618, -8.287], [2.087, -6.264, -7.780], [0.394, -5.775, -7.914], [2.402, -4.632, -5.898], [1.144, -5.806, -5.514], [-0.358, -4.145, -6.171], [5.346, 0.820, 1.279], [5.138, 1.114, -0.193], [5.782, 0.164, -1.037], [6.411, 0.801, 1.514], [4.863, 1.576, 1.900], [4.922, -0.153, 1.535], [5.566, 2.081, -0.458], [4.065, 1.146, -0.418], [5.400, -0.697, -0.832], [-0.586, -2.746, 3.260], [-1.645, -1.674, 3.093], [-2.939, -2.225, 2.836], [-0.540, -3.373, 2.371], [0.397, -2.306, 3.424], [-0.819, -3.389, 4.114], [-1.420, -1.042, 2.236], [-1.686, -1.033, 3.980], [-3.178, -2.779, 3.585], [-8.586, -0.125, 4.196], [-7.233, 0.092, 4.846], [-7.144, 1.351, 5.509], [-8.795, 0.672, 3.482], [-8.620, -1.080, 3.672], [-9.381, -0.121, 4.946], [-6.447, 0.098, 4.093], [-7.014, -0.718, 5.550], [-7.819, 1.371, 6.194], [-2.006, 10.166, -2.435], [-3.074, 9.310, -3.086], [-2.586, 8.014, -3.435], [-1.148, 10.273, -3.099], [-2.392, 11.158, -2.201], [-1.658, 9.709, -1.506], [-3.412, 9.758, -4.019], [-3.942, 9.213, -2.426], [-2.291, 7.594, -2.618], [3.114, -8.605, 1.795], [3.109, -7.850, 3.111], [2.263, -6.705, 3.078], [3.433, -7.951, 0.983], [3.788, -9.461, 1.837], [2.113, -8.971, 1.557], [4.105, -7.474, 3.340], [2.805, -8.514, 3.927], [1.363, -7.004, 2.895], [-1.227, -5.890, 5.188], [-1.571, -5.821, 3.712], [-1.115, -6.969, 2.995], [-0.149, -5.991, 5.321], [-1.560, -4.991, 5.708], [-1.708, -6.751, 5.658], [-1.079, -4.970, 3.244], [-2.650, -5.704, 3.574], [-1.543, -7.746, 3.369]],
  "mulliken_charge": [-0.6002, 0.6482, -0.5213, -0.6874, 0.4458, -0.2383, -0.4304, 0.1833, -0.4670, -0.7567, -0.4898, -0.8371, -0.2708, 0.5543, 0.0459, -0.6223, -0.2612, -0.2846, -0.1923, -0.0709, 0.2483, 0.4063, 0.3802, 0.3888, 0.3298, 0.3088, 0.3784, 0.3735, 0.3081, 0.5731, 0.3643, 0.6691, -1.1288, 0.0946, -0.5013, 0.2139, 0.3168, 0.4475, 0.0553, 0.2214, 0.3398, -0.9997, 0.3267, -0.4776, 0.2394, 0.3892, 0.1627, 0.3400, -0.1682, 0.1651, -1.2330, 0.2489, -0.2307, 0.2702, 0.4347, 0.3018, 0.0516, 0.0614, 0.1204, -0.9525, -0.2073, -0.5159, 0.2649, 0.3425, 0.2347, 0.3073, 0.2429, 0.2093, -0.9489, -0.2064, -0.4035, 0.2566, 0.3573, 0.2400, 0.2575, 0.2569, 0.1981, -1.1221, -0.1100, -0.4627, 0.3013, 0.3336, 0.3242, 0.2290, 0.2813, 0.2616, -1.0350, 0.1608, -0.5494, 0.2722, 0.3299, 0.2283, 0.4260, -0.0169, 0.1871, -0.9033, -0.1609, -0.5187, 0.1845, 0.3939, 0.1335, 0.2442, 0.3026, 0.2687, -1.0193, -0.0565, -0.4718, 0.2472, 0.3234, 0.3371, 0.0931, 0.2903, 0.2852, -1.0213, -0.2567, -0.4867, 0.2643, 0.3417, 0.3266, 0.2918, 0.2807, 0.3052, -0.9786, -0.2516, -0.4337, 0.1997, 0.3570, 0.3053, 0.3046, 0.2681, 0.2179, -1.1182, 0.5177, -0.5356, 0.2364, 0.3547, 0.4208, -0.3602, 0.2682, 0.2973],
  "energy_ha": -3520.9387,
  "charge": 0,
  "lumo_ev": -1.26,
  "gap_ev": 8.10
}


Q: Which value of charge does entry 1 give?
A: +3


Q: Among the records above, which one has the lowest charge?
A: C32H84N7O15PS